Record 1
An isolated molecule of C5H13N3 at a distorted geometry. Source: the OMol25 dataset; level of theory: ωB97M-V with the def2-TZVPD basis set.

The geometry in XYZ format:
```
21
Properties=species:S:1:pos:R:3
C 1.98 1.84 -1.54
C 1.05 2.14 -0.35
C 1.19 1.17 0.80
C 0.81 -0.27 0.40
N -0.49 -0.39 -0.22
C -1.38 -1.35 0.12
N -1.41 -1.79 1.45
N -2.28 -1.72 -0.72
H 1.61 1.04 -2.19
H 2.24 2.69 -2.15
H 2.93 1.49 -1.11
H 1.23 3.14 0.03
H 0.01 2.17 -0.66
H 0.52 1.44 1.63
H 2.19 1.04 1.20
H 1.57 -0.64 -0.32
H 0.97 -0.86 1.30
H -0.61 -0.12 -1.19
H -1.04 -1.25 2.22
H -1.60 -2.75 1.62
H -3.05 -2.18 -0.27
```

Output
SMILES = [H]/N=C(\N)NCCCC
frontier orbital gap = 9.38 eV
F_max = 2.23 eV/A
ΔE to the lowest compared entry with this formula, charge and spin = 5.4 kcal per mole
charge = 0
highest occupied orbital energy = -8.49 eV

=====

Record 2
A structure of composition C7H10NO at a distorted geometry. Source: the OMol25 dataset; level of theory: ωB97M-V with the def2-TZVPD basis set.

The geometry in XYZ format:
```
19
Properties=species:S:1:pos:R:3
C 0.95 -1.62 -1.33
C 0.92 -1.61 -0.02
C -1.51 -0.58 -0.85
C -1.91 0.89 -0.78
C -0.84 1.51 0.10
C 0.02 -0.71 -0.75
C 1.39 -1.89 1.35
N 0.44 1.06 -0.46
O -2.23 -1.49 -1.11
H 1.32 -1.98 -2.19
H -2.06 1.38 -1.70
H -2.78 0.69 -0.30
H -1.03 2.54 0.00
H -0.87 1.17 1.24
H 0.62 -1.36 1.96
H 2.43 -1.53 1.57
H 1.25 -3.00 1.70
H 0.72 1.39 -1.39
H 1.12 1.11 0.27
```

Output
frontier orbital gap = 10.56 eV
F_max = 3.53 eV/A
ΔE to the lowest compared entry with this formula, charge and spin = 70.2 kcal per mole
charge = +1
highest occupied orbital energy = -13.75 eV

=====

Record 3
The ion C4H8NOS with charge -1 at a distorted geometry. Source: the OMol25 dataset; level of theory: ωB97M-V with the def2-TZVPD basis set.

The geometry in XYZ format:
```
15
Properties=species:S:1:pos:R:3
O 1.02 0.57 -2.57
C 0.42 0.34 -1.53
N 1.15 -0.19 -0.49
C 0.56 -0.99 0.61
C -0.05 -0.16 1.77
S -1.69 -0.91 2.25
C -0.92 0.93 -1.26
H 2.14 -0.32 -0.56
H -0.23 -1.62 0.18
H 1.24 -1.71 1.06
H 0.70 -0.01 2.54
H -0.27 0.86 1.47
H -1.03 1.28 -0.24
H -1.77 0.25 -1.26
H -1.27 1.69 -1.97
```

Output
SMILES = CC(=O)NCC[S-]
frontier orbital gap = 6.40 eV
F_max = 2.65 eV/A
ΔE to the lowest compared entry with this formula, charge and spin = 18.6 kcal per mole
charge = -1
highest occupied orbital energy = -2.63 eV

=====

Record 4
A cluster of 3 separate species, C4H13NO2 in total at a distorted geometry. Source: the OMol25 dataset; level of theory: ωB97M-V with the def2-TZVPD basis set.

The geometry in XYZ format:
```
20
Properties=species:S:1:pos:R:3
C 0.83 -2.43 0.85
N 0.77 -1.88 -0.47
C -0.58 -1.36 -0.67
C -0.92 -0.70 0.66
C 0.06 -1.36 1.66
H 1.80 -2.68 1.28
H 0.32 -3.39 0.88
H 1.49 -1.18 -0.63
H -1.25 -2.20 -0.85
H -0.71 -0.84 -1.61
H -0.87 0.38 0.64
H -1.93 -0.95 0.96
H -0.40 -1.84 2.51
H 0.77 -0.69 2.14
H 1.15 3.53 -0.91
H 2.39 3.08 -1.63
O 2.02 3.85 -1.19
H -1.25 3.20 -1.81
H -1.70 3.89 -0.48
O -2.00 3.56 -1.33
```

Output
<S²> = 0.75
frontier orbital gap (spin up / spin down) = 10.64 / 5.82 eV
F_max = 2.09 eV/A
ΔE to the lowest compared entry with this formula, charge and spin = 38.3 kcal per mole
charge = +1
highest occupied orbital energy (spin up / spin down) = -14.33 / -14.33 eV
2S+1 = 2

=====

Record 5
A cluster of 3 separate species, C15H29BI2N3O4 in total at a distorted geometry. Source: the OMol25 dataset; level of theory: ωB97M-V with the def2-TZVPD basis set.

The geometry in XYZ format:
```
54
Properties=species:S:1:pos:R:3
C 4.31 -0.11 1.91
C 4.28 0.29 0.45
O 5.10 1.02 -0.06
O 3.28 -0.30 -0.22
C 2.33 0.59 -0.90
B 1.27 1.22 0.19
N 0.62 0.19 1.13
C -0.15 -0.78 1.01
C 0.27 -2.10 0.37
C -1.57 -0.81 1.58
C 0.07 2.05 -0.55
I -0.70 1.14 -2.32
C -0.54 3.18 -0.24
C -1.65 3.91 -0.96
I 0.01 4.15 1.56
H 4.77 0.69 2.48
H 3.30 -0.32 2.26
H 4.93 -1.00 2.02
H 1.90 -0.03 -1.69
H 2.91 1.38 -1.39
H 1.92 2.03 0.84
H 0.94 -1.92 -0.47
H -0.58 -2.72 0.06
H 0.84 -2.67 1.11
H -2.26 -1.21 0.84
H -1.60 -1.45 2.46
H -1.86 0.19 1.90
H -1.91 4.84 -0.46
H -1.33 4.15 -1.98
H -2.53 3.28 -1.04
C -3.01 -0.59 5.45
O -2.24 0.10 4.82
N -2.62 -1.53 6.34
C -3.57 -2.34 7.06
C -1.20 -1.71 6.55
H -4.11 -0.52 5.34
H -3.47 -2.20 8.14
H -3.43 -3.41 6.84
H -4.58 -2.06 6.77
H -0.74 -0.79 6.91
H -0.70 -1.99 5.62
H -1.05 -2.50 7.29
C -0.56 -1.11 -7.52
O -0.77 -2.01 -6.74
N 0.26 -0.06 -7.29
C 0.48 0.96 -8.28
C 0.95 0.04 -6.01
H -1.02 -1.07 -8.52
H 1.53 1.02 -8.56
H 0.17 1.94 -7.90
H -0.11 0.74 -9.17
H 1.58 -0.83 -5.83
H 0.24 0.11 -5.18
H 1.56 0.94 -6.02
```

Output
frontier orbital gap = 5.75 eV
F_max = 1.78 eV/A
ΔE to the lowest compared entry with this formula, charge and spin = 0.0 kcal per mole
charge = -1
highest occupied orbital energy = -3.43 eV

=====

Record 6
A structure of composition C23H24CuIN3O4 at a distorted geometry. Source: the OMol25 dataset; level of theory: ωB97M-V with the def2-TZVPD basis set.

The geometry in XYZ format:
```
56
Properties=species:S:1:pos:R:3
Cu 0.21 0.02 0.38
I 0.01 -0.09 3.04
C -0.93 -1.97 2.63
C -1.38 -2.68 3.71
C -2.08 -3.88 3.51
C -2.33 -4.32 2.24
C -1.86 -3.61 1.12
C -2.14 -4.04 -0.19
C -1.65 -3.36 -1.27
C -0.86 -2.22 -1.09
C -0.62 -1.73 0.17
C -1.11 -2.40 1.30
H -1.21 -2.32 4.71
H -2.44 -4.43 4.37
H -2.89 -5.23 2.08
H -2.75 -4.93 -0.33
H -1.88 -3.69 -2.28
H -0.45 -1.72 -1.95
C -1.84 4.95 0.29
C -1.72 4.22 -1.05
N -2.49 3.00 -1.13
C -3.87 3.09 -1.58
C -4.87 3.09 -0.43
C -1.98 1.82 -0.71
C -2.77 0.58 -1.01
N -0.86 1.69 -0.10
H -1.19 5.82 0.30
H -1.56 4.31 1.12
H -2.86 5.29 0.45
H -0.67 3.98 -1.24
H -2.05 4.88 -1.86
H -4.09 2.26 -2.25
H -3.98 4.01 -2.15
H -4.76 2.20 0.19
H -5.89 3.09 -0.82
H -4.74 3.96 0.20
H -2.93 0.48 -2.08
H -3.74 0.60 -0.53
H -2.22 -0.28 -0.66
H -0.36 2.54 0.11
O 2.37 -1.51 1.39
C 2.74 -0.84 0.44
O 1.98 -0.11 -0.29
C 4.20 -0.82 0.01
C 5.13 -1.68 0.59
C 6.44 -1.68 0.14
C 6.81 -0.81 -0.88
C 5.89 0.07 -1.44
C 4.59 0.06 -0.99
N 8.17 -0.81 -1.37
O 8.45 -0.03 -2.26
O 8.95 -1.59 -0.87
H 4.82 -2.35 1.38
H 7.17 -2.35 0.56
H 6.21 0.74 -2.23
H 3.85 0.73 -1.41
```

Output
<S²> = 0.75
frontier orbital gap (spin up / spin down) = 7.82 / 7.17 eV
F_max = 1.47 eV/A
charge = 0
highest occupied orbital energy (spin up / spin down) = -7.98 / -7.96 eV
2S+1 = 2

=====

Record 7
An isolated molecule of C3H8N4O at a distorted geometry. Source: the OMol25 dataset; level of theory: ωB97M-V with the def2-TZVPD basis set.

The geometry in XYZ format:
```
16
Properties=species:S:1:pos:R:3
C -1.55 -0.04 -0.43
C 0.93 0.28 -0.12
C 0.94 1.35 -0.88
N -0.17 -1.56 0.99
N 2.14 -0.11 0.43
O -2.55 -0.41 0.50
N -0.26 -0.37 0.18
N 0.96 2.32 -1.54
H -2.00 -0.65 1.27
H 0.78 -1.93 0.89
H -0.74 -2.30 0.56
H 1.99 -0.36 1.40
H 2.85 0.62 0.34
H 0.03 2.76 -1.61
H -1.66 1.02 -0.64
H -1.69 -0.62 -1.35
```

Output
SMILES = N=C=C(N)N(N)CO
frontier orbital gap (spin up / spin down) = 6.84 / 6.84 eV
F_max = 6.54 eV/A
ΔE to the lowest compared entry with this formula, charge and spin = 141.3 kcal per mole
charge = 0
highest occupied orbital energy (spin up / spin down) = -6.16 / -6.16 eV

=====

Record 8
A structure of composition C39H34O2P2PtSi. Source: the OMol25 dataset; level of theory: ωB97M-V with the def2-TZVPD basis set.

The geometry in XYZ format:
```
79
Properties=species:S:1:pos:R:3
Pt 0.02 0.19 -0.46
C 0.36 2.32 2.60
Si 0.23 0.63 1.78
C -1.27 -0.39 2.33
C -1.11 -1.60 3.01
C -2.19 -2.42 3.29
C -3.46 -2.06 2.85
C -3.64 -0.88 2.14
C -2.56 -0.04 1.89
P -2.65 1.54 0.98
C -4.44 1.88 0.82
C -5.21 1.98 1.98
C -6.54 2.36 1.93
C -7.12 2.66 0.70
C -6.37 2.59 -0.45
C -5.03 2.20 -0.39
C -2.15 1.06 -0.73
C -2.88 0.12 -1.52
C -2.71 0.07 -2.87
C -1.79 0.94 -3.50
C -1.07 1.85 -2.77
C -1.24 1.92 -1.36
C 1.82 -0.22 2.37
C 2.17 -0.38 3.72
C 3.41 -0.88 4.07
C 4.34 -1.20 3.09
C 4.02 -1.03 1.75
C 2.76 -0.56 1.41
P 2.22 -0.22 -0.29
C 2.76 -1.62 -1.30
C 2.87 -1.45 -2.68
C 3.21 -2.53 -3.49
C 3.41 -3.78 -2.93
C 3.27 -3.96 -1.56
C 2.94 -2.88 -0.75
C 3.26 1.18 -0.82
C 2.75 2.46 -0.67
C 3.53 3.57 -0.96
C 4.83 3.40 -1.42
C 5.34 2.12 -1.58
C 4.56 1.01 -1.28
H 0.23 2.17 3.68
H -0.40 3.03 2.27
H 1.35 2.76 2.45
H -0.12 -1.91 3.32
H -2.04 -3.35 3.83
H -4.30 -2.71 3.04
H -4.62 -0.61 1.79
H -4.76 1.76 2.95
H -7.12 2.42 2.84
H -8.16 2.96 0.66
H -6.81 2.83 -1.41
H -4.46 2.16 -1.31
H -3.58 -0.54 -1.02
H -3.26 -0.65 -3.47
H -1.66 0.88 -4.57
H -0.37 2.52 -3.25
H -0.85 2.78 -0.83
H 1.46 -0.11 4.50
H 3.66 -1.01 5.12
H 5.32 -1.58 3.37
H 4.75 -1.27 0.99
H 2.68 -0.49 -3.13
H 3.29 -2.39 -4.56
H 3.67 -4.62 -3.56
H 3.41 -4.94 -1.12
H 2.80 -3.04 0.31
H 1.72 2.59 -0.33
H 3.12 4.56 -0.84
H 5.44 4.26 -1.66
H 6.35 1.98 -1.94
H 4.97 0.02 -1.40
C -0.37 -3.44 -2.64
C -0.28 -2.27 -1.68
O -0.11 -1.12 -2.23
O -0.37 -2.43 -0.46
H 0.31 -3.32 -3.48
H -1.39 -3.48 -3.04
H -0.17 -4.38 -2.12
```

Output
frontier orbital gap = 7.87 eV
F_max = 0.53 eV/A
ΔE to the lowest compared entry with this formula, charge and spin = 23.6 kcal per mole
charge = 0
highest occupied orbital energy = -7.71 eV

=====

Record 9
A structure of composition C67H67Ge2N5PtS5 at a distorted geometry. Source: the OMol25 dataset; level of theory: ωB97M-V with the def2-TZVPD basis set.

The geometry in XYZ format:
```
147
Properties=species:S:1:pos:R:3
Pt -2.25 1.08 -1.81
C -2.10 7.26 0.26
C -1.57 6.27 -0.77
N -2.67 5.55 -1.41
C -2.69 4.24 -1.71
S -1.22 3.36 -1.58
N -3.88 3.78 -2.08
N -3.87 2.48 -2.45
C -4.92 2.02 -3.03
C -6.11 2.86 -3.34
C -4.84 0.59 -3.41
C -5.54 0.04 -4.47
C -5.18 -1.23 -4.90
C -4.16 -1.92 -4.27
C -3.58 -1.35 -3.15
N -3.95 -0.13 -2.74
H -1.27 7.74 0.79
H -2.69 8.04 -0.22
H -2.73 6.75 0.99
H -0.98 6.80 -1.52
H -0.91 5.54 -0.30
H -3.56 6.02 -1.51
H -5.80 3.89 -3.48
H -6.62 2.51 -4.24
H -6.82 2.83 -2.51
H -6.29 0.61 -4.99
H -5.68 -1.68 -5.76
H -3.84 -2.88 -4.66
H -2.69 -1.84 -1.31
C -5.23 0.36 3.90
C -3.94 1.13 3.76
C -2.79 0.73 4.43
C -1.58 1.42 4.29
C -0.37 1.00 5.10
C -1.52 2.51 3.42
C -2.69 2.96 2.77
C -2.65 4.18 1.88
C -3.87 2.26 2.95
C -0.23 3.25 3.24
C 0.03 4.28 4.13
C 1.23 4.97 4.09
C 2.19 4.63 3.15
C 1.97 3.62 2.22
C 0.74 2.92 2.25
Ge 0.38 1.38 1.06
S -1.73 0.86 0.46
S 1.77 0.90 -0.64
Ge 0.96 -1.19 -0.12
S -0.37 -0.66 -3.85
S 0.74 -0.60 2.07
C 2.02 -2.86 -0.09
C 1.21 -3.96 -0.43
C 1.76 -5.24 -0.47
C 3.11 -5.42 -0.23
C 3.90 -4.34 0.12
C 3.37 -3.05 0.22
C 4.31 -1.99 0.72
C 5.06 -1.22 -0.19
C 4.73 -1.17 -1.66
C 6.13 -0.46 0.30
C 6.45 -0.42 1.64
C 7.63 0.37 2.14
C 5.66 -1.14 2.53
C 4.60 -1.93 2.10
C 3.78 -2.71 3.10
C -0.27 -3.83 -0.72
C -1.14 -3.88 0.31
C -0.70 -3.85 1.76
C -2.61 -3.99 0.19
C -3.38 -4.29 -0.86
C -4.88 -4.31 -0.66
C -1.97 -3.30 -2.73
C -0.69 -4.04 -2.19
C 0.49 -3.94 -3.17
C 3.14 3.33 1.32
C 4.16 2.50 1.80
C 4.02 1.72 3.09
C 5.32 2.35 1.05
C 5.49 2.96 -0.18
C 6.74 2.74 -1.00
C 4.46 3.77 -0.65
C 3.30 3.98 0.08
C 2.25 4.90 -0.46
H -5.15 -0.41 4.66
H -5.50 -0.12 2.95
H -6.06 1.03 4.16
H -2.83 -0.14 5.08
H -0.65 0.26 5.85
H 0.08 1.85 5.61
H 0.40 0.56 4.47
H -1.83 4.13 1.16
H -2.50 5.09 2.48
H -3.58 4.28 1.32
H -4.77 2.60 2.43
H -0.71 4.52 4.88
H 1.43 5.77 4.80
H 3.14 5.15 3.14
H 1.12 -6.09 -0.70
H 3.54 -6.42 -0.29
H 4.96 -4.48 0.33
H 4.16 -2.04 -1.99
H 5.65 -1.12 -2.26
H 4.14 -0.28 -1.88
H 6.73 0.11 -0.42
H 8.10 0.94 1.33
H 8.39 -0.29 2.57
H 7.33 1.07 2.93
H 5.89 -1.11 3.60
H 4.22 -2.64 4.10
H 3.71 -3.77 2.83
H 2.76 -2.32 3.14
H 0.38 -3.90 1.88
H -1.15 -4.69 2.30
H -1.05 -2.93 2.24
H -3.13 -3.83 1.13
H -5.13 -4.15 0.39
H -5.31 -5.27 -0.97
H -5.36 -3.52 -1.25
H -1.87 -3.35 -3.82
H 0.13 -4.01 -4.20
H 1.23 -4.72 -3.01
H 0.99 -2.98 -3.06
H 3.26 2.13 3.75
H 4.97 1.69 3.63
H 3.75 0.68 2.86
H 6.12 1.72 1.45
H 7.54 2.32 -0.39
H 7.09 3.67 -1.45
H 6.54 2.03 -1.82
H 4.57 4.28 -1.61
H 2.68 5.62 -1.17
H 1.74 5.46 0.32
H 1.50 4.34 -1.00
N -1.69 -7.66 -6.62
C -1.92 -7.10 -5.64
C -2.22 -6.35 -4.43
C -1.29 -6.18 -3.49
C -1.53 -5.38 -2.25
C -2.85 -4.54 -2.26
C -3.90 -5.03 -3.23
C -3.59 -5.82 -4.25
C -2.39 -1.88 -2.36
C -1.40 -0.72 -2.62
H -0.32 -6.66 -3.60
H -1.38 -6.01 -1.37
H -4.92 -4.69 -3.12
H -4.35 -6.13 -4.97
```

Output
<S²> = 6.02
frontier orbital gap (spin up / spin down) = 6.22 / 5.78 eV
F_max = 1.01 eV/A
ΔE to the lowest compared entry with this formula, charge and spin = 75.3 kcal per mole
charge = 0
highest occupied orbital energy (spin up / spin down) = -6.47 / -7.65 eV
2S+1 = 5